DFT (ωB97M-V/def2-TZVPD) results for 2 unconnected molecules or ions with the total composition C4H13NS in a non-equilibrium geometry.

Values from the calculation:
- gap between HOMO and LUMO (spin up / spin down) (eV) = 7.74 / 2.88
- expectation value of S² = 0.753
- multiplicity = 2
- highest occupied orbital energy (spin up / spin down) (eV) = -11.581 / -11.549
- charge = +1
- LUMO (spin up / spin down) (eV) = -3.84 / -8.67

Each line ends with the Löwdin spin population.
Element x y z (Å)
1 C 2.792 -1.883 2.944  0.0697
2 S 3.372 -0.231 2.268  0.7936
3 C 1.997 0.264 1.071  0.0650
4 H 3.642 -2.480 3.071  0.0098
5 H 2.127 -2.440 2.281  0.0024
6 H 2.403 -1.883 3.906  0.0185
7 H 1.030 -0.110 1.381  0.0024
8 H 1.925 1.389 1.230  0.0097
9 H 2.305 -0.042 0.001  0.0240
10 C -2.989 0.830 -2.560  0.0000
11 C -2.030 0.239 -1.560  0.0005
12 N -0.967 1.115 -1.056  0.0040
13 H -3.948 0.278 -2.456  0.0000
14 H -3.149 1.970 -2.664  0.0000
15 H -2.620 0.645 -3.614  0.0000
16 H -2.621 -0.125 -0.776  0.0002
17 H -1.495 -0.659 -2.047  0.0003
18 H -1.048 2.158 -1.278  0.0000
19 H -0.727 0.965 -0.141  0.0000